Density functional theory data (ωB97M-V/def2-TZVPD) for a 9-piece molecular cluster, C36H54O18 overall at a distorted geometry.

The geometry in XYZ format:
```
108
Properties=species:S:1:pos:R:3:forces:R:3:mulliken_charge:R:1
O 9.90402 6.73508 17.77663 -2.6 -0.6 1.1 -0.686
C 8.71281 6.49021 17.99598 3.1 1.1 -2.1 0.150
C 7.76598 6.93342 19.06413 0.1 -1.9 -1.2 0.130
C 6.60563 6.02816 18.64450 -3.0 2.2 1.6 1.251
C 6.63367 5.67161 17.20872 1.8 -2.1 1.5 -0.022
O 8.05051 5.77727 17.04093 0.9 0.0 -2.3 -0.141
H 8.12434 6.54165 20.01607 0.2 1.1 0.0 -0.122
H 7.55322 7.99397 18.92970 0.3 -0.1 0.7 0.405
H 6.55520 5.15498 19.29497 -0.4 0.2 -0.1 -0.686
H 5.71795 6.66026 18.62061 -0.6 -0.4 1.6 -0.417
H 6.43240 4.60041 17.21952 -0.4 0.0 -0.8 -0.205
H 5.93929 6.17701 16.53752 0.8 0.5 -0.3 0.207
O 3.37291 5.56374 24.50768 -0.1 -2.4 0.7 -0.615
C 3.38988 4.33294 24.45851 0.7 4.2 -1.0 0.449
C 2.45848 3.46875 23.74653 -0.9 -0.4 0.0 0.131
C 2.92082 2.04681 24.08612 -0.8 1.2 -1.5 -0.792
C 4.36451 2.31326 24.52312 -1.0 -3.3 -0.1 0.169
O 4.51720 3.66153 24.70050 1.2 0.9 1.4 -0.312
H 1.42714 3.76817 23.93302 0.1 -0.3 -0.2 0.525
H 2.72828 3.73606 22.72484 -0.4 -0.1 -0.3 -0.285
H 2.25676 1.63955 24.84852 0.4 -0.3 0.0 0.334
H 2.89330 1.49872 23.14434 -0.2 -0.6 0.4 0.289
H 4.41388 1.68071 25.40943 0.9 0.7 0.6 0.291
H 5.07432 1.89336 23.81042 0.2 0.4 -0.1 -0.110
O 7.27688 2.13184 16.34694 0.2 1.8 -2.6 -0.256
C 7.53790 2.90971 15.42244 0.7 1.2 1.7 0.278
C 8.95146 3.38486 14.91800 -1.4 -1.2 0.7 -0.017
C 8.68521 4.51984 14.00418 -1.3 0.9 -1.0 -0.596
C 7.20100 4.36787 13.61729 0.6 0.4 -0.1 -0.651
O 6.63817 3.65417 14.70994 -1.0 -1.6 0.8 -0.401
H 9.58322 3.77976 15.71364 0.1 -1.0 0.1 0.018
H 9.17564 2.43807 14.42664 1.4 0.2 -0.1 0.395
H 8.66529 5.44719 14.57665 0.7 0.0 0.0 0.081
H 9.32579 4.59147 13.12520 0.1 0.1 0.2 0.485
H 6.71448 5.34141 13.55712 -0.1 -0.1 0.2 0.357
H 6.99558 3.87979 12.66457 0.1 -0.5 0.1 0.323
O 3.12778 -1.88189 17.17587 -0.7 -1.3 0.9 -0.585
C 3.26709 -0.81349 16.69500 -0.3 0.8 0.6 0.529
C 2.59223 0.51432 16.95734 -0.6 0.6 0.5 -0.632
C 3.61829 1.43969 16.44918 2.8 1.7 -1.0 0.520
C 4.25596 0.68854 15.26734 -0.2 1.8 0.3 -0.256
O 4.20454 -0.61738 15.77893 0.7 -1.1 -2.0 -0.388
H 1.64040 0.57100 16.42923 0.0 -0.1 -0.2 0.349
H 2.40775 0.88301 17.96637 -0.2 -1.2 0.4 0.279
H 3.37343 2.49422 16.32224 -0.4 -0.2 -0.5 0.530
H 4.48268 1.49896 17.11055 -0.4 0.0 0.7 -0.728
H 3.71010 0.98456 14.37152 -0.5 -1.2 -0.4 0.241
H 5.30035 0.86526 15.01021 0.0 0.4 0.6 0.081
O 10.73414 1.85290 20.00924 -1.0 -0.8 -1.2 -0.632
C 10.53489 1.44470 18.88128 2.0 0.5 1.1 0.470
C 10.89453 2.20055 17.59815 -0.8 0.8 1.3 0.513
C 11.01169 1.10958 16.63707 0.5 -2.3 -2.2 -0.592
C 10.06657 0.01764 17.14682 -0.4 1.3 -0.1 0.083
O 10.21949 0.15905 18.58156 -0.6 -0.2 0.2 -0.375
H 10.04824 2.85310 17.38354 0.0 0.1 0.0 -0.617
H 11.77657 2.82357 17.74631 -0.1 -0.1 0.1 0.360
H 10.78880 1.31078 15.58924 -0.1 0.4 0.1 0.301
H 12.00249 0.65598 16.61113 0.3 0.2 0.2 0.317
H 9.04749 0.28384 16.86626 -0.3 0.0 0.2 -0.191
H 10.21044 -0.99183 16.76163 0.6 0.0 0.6 0.382
O 5.75734 -2.49050 22.21636 1.1 -2.6 1.1 -0.573
C 6.18610 -3.55842 22.66238 -1.5 2.5 -0.7 0.448
C 5.75797 -4.27625 23.98285 1.2 -0.1 -1.1 -0.394
C 6.46472 -5.61089 23.74017 -1.4 -1.0 1.0 -0.498
C 7.53411 -5.38635 22.73436 1.8 0.1 1.2 -0.404
O 7.14077 -4.27404 21.99142 -1.3 1.2 -0.5 -0.320
H 6.16847 -3.77168 24.85749 0.3 0.3 -0.2 0.265
H 4.69252 -4.35750 24.19805 0.0 0.1 -0.7 0.293
H 6.82654 -6.00302 24.69065 0.1 -0.4 -0.3 0.317
H 5.77515 -6.30822 23.26444 -0.3 -0.2 0.4 0.262
H 8.44812 -5.08861 23.24819 0.4 -0.1 0.0 0.251
H 7.79143 -6.26461 22.14228 -0.4 0.3 -0.4 0.325
O 4.88567 3.09869 19.09568 -0.6 0.7 0.0 -0.317
C 5.47736 2.27193 19.71763 -0.1 0.6 -0.6 -0.402
C 5.69523 0.85536 19.28416 1.3 0.3 1.2 0.502
C 6.80947 0.42576 20.28000 -1.4 -1.1 -0.2 -0.698
C 7.08460 1.70677 21.08578 3.9 -2.8 0.4 -0.299
O 6.09785 2.56987 20.89794 -4.0 2.0 -1.1 0.272
H 4.71681 0.40040 19.43849 0.2 -0.6 -0.4 0.248
H 6.08252 0.84659 18.26533 -0.5 -0.1 0.0 -0.028
H 6.39674 -0.31701 20.96267 0.0 0.0 0.1 -0.020
H 7.60804 -0.12078 19.77832 0.4 0.7 0.1 0.389
H 7.16627 1.37344 22.12034 0.3 0.6 0.2 0.309
H 7.95557 2.25462 20.72610 0.8 -0.6 0.4 0.166
O 6.39684 7.61511 21.55461 1.5 -2.2 1.4 -0.661
C 7.04419 6.80256 22.24692 -3.6 2.3 -1.3 0.254
C 6.53343 5.46041 22.76730 1.5 0.5 -0.3 0.795
C 7.84853 4.86927 23.32636 0.4 -0.4 0.0 -0.385
C 8.63239 6.10630 23.67598 0.6 1.0 0.6 -0.668
O 8.20959 7.11695 22.73106 1.8 -0.1 0.0 -0.348
H 5.86261 5.69068 23.59499 -0.5 -0.2 -0.3 -0.020
H 6.09330 5.01538 21.87493 -0.3 -0.6 0.6 -0.214
H 7.86365 4.16716 24.15998 -0.8 0.2 0.2 0.454
H 8.49248 4.35504 22.61292 -0.5 -0.1 -0.7 0.068
H 8.46313 6.61778 24.62353 -0.4 -0.6 0.4 0.287
H 9.70961 5.94464 23.63653 0.0 0.2 -0.4 0.391
O 1.04460 5.75402 21.98624 -1.1 -0.9 2.2 -0.553
C 1.68107 5.99432 21.03389 0.3 0.9 -1.7 0.526
C 1.72862 7.32795 20.34324 0.7 0.3 -0.7 -0.656
C 2.78211 7.13571 19.21074 -0.5 0.4 1.1 -0.373
C 2.90702 5.57650 19.11966 0.3 1.1 -0.1 0.677
O 2.40256 5.06388 20.37084 0.3 0.1 -0.3 -0.288
H 0.75106 7.60140 19.94613 -0.2 -0.5 -0.2 0.262
H 1.87620 8.12179 21.07546 0.6 -0.1 0.0 0.328
H 2.50176 7.78393 18.38049 -0.1 -0.8 -0.6 0.528
H 3.76615 7.51067 19.49210 0.0 0.0 0.4 0.041
H 2.36454 5.08416 18.31255 0.0 0.1 0.0 0.224
H 3.97703 5.37673 19.06242 -0.3 -0.6 0.0 -0.672
```
Positions in Å, forces in eV/Å.

Structure (SMILES) ... O=C1CCCO1.O=C1CCCO1.O=C1CCCO1.O=C1CCCO1.O=C1CCCO1.O=C1CCCO1.O=C1CCCO1.O=C1CCCO1.O=C1CCCO1
Total energy ... -75060.666 eV
Spin multiplicity ... 1
LUMO ... 0.43 eV
Relative energy (zero: lowest compared OMol25 entry of this formula, charge and spin) ... 115.1 kcal/mol
Maximum force ... 4.8 eV Å⁻¹
HOMO energy ... -9.762 eV

***

Density functional theory data (ωB97M-V/def2-TZVPD) for C36H55AuN4S2SbSi2 as an isolated structure at a distorted geometry.

The geometry in XYZ format:
```
101
Properties=species:S:1:pos:R:3:forces:R:3:mulliken_charge:R:1
Au 0.08150 0.22460 -0.20500 0.9 1.1 -0.3 0.302
S 2.36820 0.26530 -0.43870 0.1 0.0 0.0 0.042
C 2.83330 1.91910 -0.23400 0.2 0.0 0.1 -0.068
N 4.12060 2.23080 0.02740 -0.7 -0.1 -0.1 0.525
C 4.44550 3.62100 0.25390 -0.1 0.5 0.0 -0.867
C 3.63040 4.49200 -0.69910 0.6 -0.1 0.1 -0.879
N 2.22570 4.21070 -0.50990 0.0 -0.7 0.0 0.219
C 1.31060 5.32930 -0.45730 -0.2 0.3 0.2 -1.131
C 1.55650 6.13910 0.79350 0.0 0.1 0.0 0.517
C 1.32690 5.56310 2.03770 0.0 0.0 0.0 0.091
C 1.56040 6.28270 3.19540 -0.1 -0.1 0.1 -0.839
C 2.01950 7.58820 3.12300 0.0 0.0 0.0 -0.457
C 2.26610 8.15910 1.88700 0.0 0.1 0.1 -0.657
C 2.03960 7.43800 0.72660 -0.1 -0.1 0.0 -0.369
C 1.86430 2.92340 -0.33710 0.0 0.2 0.0 -0.023
S 0.18630 2.52090 -0.19780 -0.1 0.2 -0.2 -0.398
C 5.20320 1.27030 0.03050 0.3 -0.2 -0.2 -1.364
C 6.01830 1.39460 -1.23500 0.1 0.0 0.0 0.538
C 7.31800 1.88190 -1.22070 -0.1 -0.1 0.1 -0.269
C 8.02590 2.01740 -2.40430 0.1 0.0 -0.1 -0.683
C 7.44270 1.67450 -3.61160 0.0 0.0 0.0 -0.423
C 6.14170 1.19670 -3.63150 -0.1 0.0 -0.1 -0.844
C 5.43660 1.05370 -2.45040 0.0 0.0 0.0 -0.115
H 5.51400 3.76650 0.08610 -0.1 0.0 0.0 0.523
H 4.21020 3.89140 1.29240 0.0 0.0 -0.1 0.276
H 3.91640 4.28690 -1.73900 0.0 0.0 0.1 0.357
H 3.80980 5.54760 -0.48900 0.0 -0.1 0.0 0.479
H 0.29140 4.93760 -0.46130 0.1 0.2 -0.1 0.221
H 1.46250 5.94760 -1.34840 -0.1 -0.1 0.1 0.472
H 0.95640 4.54940 2.09300 -0.1 -0.2 0.0 0.461
H 1.37490 5.83010 4.15780 0.0 -0.1 0.1 0.435
H 2.17900 8.15720 4.02670 0.0 0.0 0.1 0.407
H 2.63150 9.17130 1.82410 0.0 0.1 0.0 0.394
H 2.22880 7.89180 -0.23500 0.0 0.1 -0.1 0.417
H 4.77200 0.27000 0.10070 0.1 0.1 0.2 0.362
H 5.82750 1.46250 0.90840 -0.1 -0.1 0.0 0.503
H 7.78540 2.14760 -0.28350 0.1 0.0 0.1 0.421
H 9.03710 2.39270 -2.38310 0.1 0.0 0.0 0.396
H 7.99820 1.77190 -4.53260 0.0 0.0 0.0 0.401
H 5.67790 0.93140 -4.56990 0.0 0.0 -0.1 0.420
H 4.42600 0.67200 -2.46520 -0.1 -0.1 -0.1 0.399
C -4.51430 1.33800 1.18440 0.4 -0.3 -0.5 -1.154
Si -3.25400 1.40910 -0.25760 -0.9 0.7 -0.2 0.602
C -4.15670 1.18700 -1.92680 0.3 0.0 0.7 -1.319
C -2.70630 3.23020 -0.18100 0.2 -0.6 -0.1 -1.459
N -1.96150 0.13530 -0.18440 -0.2 0.0 0.2 0.174
C -2.31440 -1.16790 -0.12250 -0.1 0.4 0.0 0.767
C -3.65570 -1.59380 -0.06240 -0.5 -0.3 0.0 -0.508
C -3.99920 -2.91310 0.01430 -0.2 0.6 0.0 -1.246
C -3.00200 -3.89270 0.00870 0.7 -0.2 0.0 -1.255
C -1.68840 -3.52310 -0.05940 -0.5 -0.6 0.0 -0.566
C -1.29120 -2.17300 -0.10920 0.6 -0.1 0.0 1.124
N 0.00710 -1.79610 -0.12830 -0.2 -0.5 -0.3 0.616
Si 1.30990 -3.06660 -0.05690 0.6 -0.8 0.3 0.529
C 3.14380 -2.56060 0.03030 -0.6 0.2 -0.1 -1.465
C 1.07620 -4.02300 1.58700 -0.1 0.2 -0.7 -0.888
C 1.18100 -4.11730 -1.65020 -0.1 0.3 0.7 -1.221
H -5.23580 2.13870 1.03880 0.0 0.2 -0.2 0.485
H -4.05890 1.49290 2.15620 0.2 0.1 0.1 0.234
H -5.07910 0.41530 1.24380 -0.1 -0.1 0.1 0.460
H -4.78410 2.05420 -2.11490 -0.1 0.2 0.0 0.378
H -4.80280 0.31470 -1.93170 -0.1 -0.1 0.0 0.366
H -3.47160 1.09110 -2.76430 0.2 0.0 -0.1 0.369
H -3.60620 3.83810 -0.17280 -0.4 -0.1 0.0 0.580
H -2.11860 3.54070 -1.03700 0.0 0.0 -0.2 0.270
H -2.15110 3.48270 0.71530 0.1 0.0 0.2 0.346
H -4.43040 -0.85580 -0.08210 -0.2 0.1 0.0 0.229
H -5.03730 -3.19630 0.07180 -0.1 0.0 0.0 0.453
H -3.26860 -4.93530 0.05360 0.0 -0.2 0.0 0.443
H -0.93740 -4.28490 -0.07470 0.1 -0.2 0.0 0.239
H 3.36780 -1.89120 0.85050 0.0 0.1 0.2 0.176
H 3.51710 -2.11430 -0.88310 0.1 0.1 -0.2 0.331
H 3.71910 -3.46590 0.19660 -0.1 -0.4 0.0 0.647
H 0.98020 -3.34050 2.43070 0.0 0.2 -0.1 0.082
H 1.94180 -4.65360 1.77030 0.2 -0.1 -0.1 0.419
H 0.20660 -4.66920 1.59610 -0.2 -0.1 0.1 0.407
H 1.11760 -3.49080 -2.53550 0.0 0.2 -0.1 0.356
H 0.32010 -4.77660 -1.66140 -0.1 -0.1 0.0 0.383
H 2.06530 -4.74010 -1.75350 0.2 0.0 0.1 0.381
C 0.57180 0.16670 6.21830 0.0 0.0 0.0 -0.956
C 0.19230 -0.84240 5.15730 0.1 0.1 -0.6 -0.807
Sb 0.34280 -0.21760 3.04850 -0.1 0.5 0.7 0.336
C 1.74840 1.44190 3.25350 -0.3 -0.3 0.0 0.384
C 3.17830 0.94300 3.28670 0.0 0.0 0.0 -1.078
C -1.44470 1.04590 2.96970 0.3 -0.4 0.1 0.193
C -1.71030 1.98950 4.12890 0.0 0.0 -0.1 -1.421
H 0.44420 -0.28170 7.20350 0.0 0.1 0.1 0.398
H -0.05600 1.05090 6.17130 0.0 0.2 0.0 0.195
H 1.61090 0.47190 6.12570 0.1 0.1 0.0 0.200
H -0.84610 -1.14870 5.27640 -0.1 -0.1 0.0 0.477
H 0.80900 -1.73480 5.25370 0.0 -0.1 -0.1 0.417
H 1.50980 1.98990 4.16370 -0.1 0.1 0.0 0.586
H 1.59140 2.09930 2.39630 -0.1 0.0 0.0 -0.797
H 3.33280 0.28700 4.14070 0.2 -0.1 0.1 0.463
H 3.87650 1.77560 3.36470 0.2 0.0 0.0 0.340
H 3.41270 0.38200 2.38360 0.1 -0.1 -0.1 0.040
H -2.26590 0.34050 2.84650 -0.1 0.0 -0.1 0.485
H -1.35260 1.60820 2.04030 0.0 0.0 0.0 -0.463
H -1.97230 1.44560 5.03340 0.0 0.0 0.1 0.299
H -2.54470 2.65120 3.89270 -0.1 0.1 0.0 0.419
H -0.84810 2.62260 4.33150 0.1 0.0 0.1 0.339
```
Positions in Å, forces in eV/Å.

Total energy ... -91837.128 eV
Total charge ... +1
Spin multiplicity ... 3
LUMO (alpha / beta) ... -3.32 / -4.31 eV
Maximum force ... 1.5 eV Å⁻¹
HOMO energy (alpha / beta) ... -9.573 / -10.209 eV

***

Q: What is the formula in the first record?
A: C36H54O18

***

Q: Look up the maximum force of the first one.
A: 4.8 eV Å⁻¹

***

Q: Among the records above, which one has the lowest spin multiplicity?
A: C36H54O18